ORCA calculation (ωB97M-V/def2-TZVPD) on C31H23MgN5O8S4 as an isolated structure in a non-equilibrium geometry.

largest force on an atom	1.49	eV/Å
ΔE to the lowest compared entry with this formula, charge and spin	0.123	eV

```
! RIJCOSX wB97M-V def2-TZVPD def2/J DEFGRID3
* xyz -2 1
Mg 0.12 -0.57 0.75
S 1.38 -2.06 4.22
C 1.41 -3.35 3.08
C 2.52 -4.19 2.93
C 2.49 -5.28 2.06
C 1.34 -5.57 1.34
C 0.23 -4.74 1.45
C 0.27 -3.61 2.26
S -1.03 -2.41 2.40
C -2.08 -2.75 0.95
C -2.48 -1.48 0.24
C -3.39 -1.52 -0.82
C -3.70 -0.34 -1.47
C -3.17 0.86 -1.00
C -2.32 0.83 0.09
C -1.88 2.10 0.76
S -0.37 1.98 1.80
C -1.06 2.76 3.26
C -0.53 4.01 3.56
C -1.01 4.76 4.63
C -2.02 4.22 5.42
C -2.55 2.99 5.13
C -2.13 2.21 4.02
S -2.97 0.77 3.62
N -1.95 -0.33 0.64
H 3.41 -3.96 3.50
H 3.37 -5.91 1.97
H 1.30 -6.43 0.68
H -0.66 -4.98 0.89
H -2.98 -3.28 1.26
H -1.53 -3.36 0.22
H -3.81 -2.47 -1.13
H -4.35 -0.35 -2.34
H -3.41 1.81 -1.48
H -2.67 2.38 1.45
H -1.74 2.90 0.03
H 0.26 4.40 2.94
H -0.61 5.75 4.83
H -2.41 4.79 6.26
H -3.34 2.57 5.74
C 4.34 -1.92 -0.09
N 3.06 -2.43 -0.52
C 2.93 -3.23 -1.62
C 1.73 -3.56 -2.12
C 0.52 -3.02 -1.50
O -0.61 -3.34 -1.88
N 0.71 -2.17 -0.45
C 1.92 -1.85 0.01
O 2.03 -1.05 0.96
H 5.13 -2.57 -0.46
H 4.35 -1.88 1.00
H 4.47 -0.90 -0.48
H 3.86 -3.58 -2.05
H 1.62 -4.21 -2.98
O 2.23 0.24 -1.88
C 1.18 0.84 -1.66
O 0.33 0.67 -0.73
C 0.80 1.94 -2.64
C -0.42 2.59 -2.52
C -0.76 3.58 -3.44
C 0.10 3.93 -4.46
C 1.31 3.27 -4.57
C 1.67 2.28 -3.66
N 2.21 3.62 -5.65
O 1.87 4.51 -6.42
O 3.25 3.01 -5.75
N -2.04 4.25 -3.34
O -2.28 5.15 -4.11
O -2.82 3.87 -2.48
H -1.09 2.31 -1.73
H -0.17 4.70 -5.18
H 2.62 1.76 -3.75
*
```

These are the Mulliken partial charges, in e, on atoms 1 to 5: number 1, Mg, carries 0.6363; number 2, S, carries -0.5036; number 3, C, carries -0.0853; number 4, C, carries -0.5373; number 5, C, carries -0.5156

---

ORCA calculation (ωB97M-V/def2-TZVPD) on one molecule with the formula C10H17N3O2 in a non-equilibrium geometry.

largest force on an atom	3.38	eV/Å
ΔE to the lowest compared entry with this formula, charge and spin	1.785	eV

```
! RIJCOSX wB97M-V def2-TZVPD def2/J DEFGRID3
* xyz 0 1
N -1.19 -0.29 -0.20
N -1.18 -1.94 -1.75
O -0.02 -1.14 -1.89
O 3.49 2.80 0.46
C -0.11 -0.18 -0.92
C -1.80 -1.43 -0.74
N 0.82 0.87 -0.73
C -2.71 -2.55 1.27
C -4.15 -1.00 -0.15
C 0.66 1.79 0.43
C 2.06 0.94 -1.49
C 1.76 1.43 1.39
C 3.23 0.65 -0.58
C 3.17 1.44 0.75
C -3.03 -2.05 -0.16
H 4.40 2.90 0.13
H -3.57 -3.05 1.73
H -2.45 -1.72 1.91
H -1.89 -3.24 1.21
H -5.10 -1.45 0.17
H -4.30 -0.60 -1.17
H -3.91 -0.18 0.53
H -0.28 1.69 0.98
H 0.73 2.82 0.07
H 2.12 1.97 -1.93
H 2.04 0.27 -2.38
H 1.72 2.17 2.20
H 1.56 0.42 1.76
H 4.10 0.90 -1.20
H 3.29 -0.44 -0.37
H 3.87 1.11 1.46
H -3.31 -2.92 -0.77
*
```

These are the Mulliken partial charges, in e, on atoms 1 to 5: number 1, N, carries -0.3866; number 2, N, carries -0.5326; number 3, O, carries -0.2099; number 4, O, carries -0.5695; number 5, C, carries 0.6734

---

ORCA calculation (ωB97M-V/def2-TZVPD) on one molecule with the formula C26H26F2N4O3.

largest force on an atom	0.72	eV/Å
ΔE to the lowest compared entry with this formula, charge and spin	0.000	eV

```
! RIJCOSX wB97M-V def2-TZVPD def2/J DEFGRID3
* xyz 0 1
C -3.38 -3.08 -2.68
H -3.98 -3.82 -3.20
H -3.93 -2.14 -2.66
H -2.45 -2.93 -3.22
C -3.08 -3.54 -1.25
N -2.28 -2.54 -0.57
C -2.75 -1.77 0.41
O -3.87 -1.83 0.87
C -1.74 -0.71 0.92
N -1.64 0.39 -0.05
C -0.94 0.22 -1.19
O -0.35 -0.83 -1.44
C -0.91 1.36 -2.19
H -1.17 2.31 -1.73
C 0.50 1.42 -2.79
C 1.51 1.57 -1.67
O 1.26 2.19 -0.65
N 2.69 0.95 -1.91
C 3.81 0.86 -1.08
N 4.74 0.05 -1.57
C 5.85 -0.13 -0.88
C 6.09 0.48 0.34
C 5.12 1.33 0.85
C 3.95 1.53 0.13
H 3.18 2.19 0.49
H 5.27 1.83 1.79
H 7.01 0.30 0.88
H 6.57 -0.80 -1.32
H 2.79 0.40 -2.74
H 0.58 2.28 -3.46
H 0.70 0.51 -3.35
H -1.64 1.13 -2.97
C -2.34 1.57 0.31
C -1.65 2.75 0.57
C -2.38 3.86 0.95
C -3.76 3.83 1.09
C -4.42 2.64 0.85
C -3.72 1.51 0.46
H -4.25 0.58 0.29
H -5.49 2.60 0.96
H -4.28 4.73 1.39
F -1.72 5.01 1.19
H -0.58 2.80 0.47
C -0.39 -1.29 1.30
C -0.28 -2.61 1.70
C 0.94 -3.14 2.07
C 2.06 -2.32 2.04
C 1.97 -0.99 1.68
C 0.74 -0.48 1.32
H 0.67 0.56 1.03
H 2.85 -0.38 1.68
F 3.26 -2.84 2.39
H 1.04 -4.17 2.37
H -1.16 -3.24 1.72
H -2.19 -0.28 1.83
H -1.36 -2.34 -0.95
C -2.33 -4.87 -1.25
H -2.14 -5.19 -0.23
H -1.38 -4.77 -1.77
H -2.92 -5.64 -1.74
H -4.02 -3.63 -0.69
*
```

These are the Mulliken partial charges, in e, on atoms 1 to 5: number 1, C, carries -1.3971; number 2, H, carries 0.4515; number 3, H, carries 0.3437; number 4, H, carries 0.2868; number 5, C, carries 0.1035

---

Question: Which formula does entry 1 have?
Answer: C31H23MgN5O8S4

---

Question: largest force on an atom of number 1 (C31H23MgN5O8S4)?
Answer: 1.49 eV/Å